*P*
55
Properties=species:S:1:pos:R:3 method="wB97M-V/def2-TZVPD" homo_lumo_gap_ev=8.35 spin_multiplicity=1 homo_energy_ev=-5.7 total_charge=-1 lumo_ev=2.62
Be 0.23600 0.07038 0.71315
C -2.93828 -1.79478 -0.87357
C -1.69871 -2.55746 -1.25036
C -1.70973 -3.42736 -2.33422
C -0.58373 -4.16547 -2.66169
C 0.56133 -4.04205 -1.89234
C 0.60941 -3.17773 -0.80286
C 1.85491 -3.07827 0.03351
C -0.52553 -2.42240 -0.49596
N -0.50431 -1.48060 0.57038
C -1.19453 -1.82867 1.68394
O -1.76251 -2.88068 1.94317
C -1.32525 -0.62191 2.60476
C -2.18064 -0.38723 3.66454
C -2.34312 0.93730 4.06760
C -1.75008 1.99250 3.37699
C -0.90629 1.66564 2.33134
N -0.66647 0.39374 2.08222
C -0.35117 2.52025 1.19871
O -0.46285 3.73893 1.22005
N 0.10413 1.71087 0.21333
C 0.67847 2.29095 -0.94508
C 0.11628 1.96132 -2.18447
C -1.08018 1.05296 -2.25072
C 0.68414 2.47012 -3.34576
C 1.80112 3.28798 -3.28796
C 2.36162 3.59040 -2.05784
C 1.82122 3.09907 -0.87339
C 2.47329 3.41652 0.44168
H -3.67512 -1.83199 -1.67664
H -2.70878 -0.74992 -0.65893
H -3.38322 -2.22221 0.02780
H -2.61514 -3.52529 -2.92285
H -0.60179 -4.84176 -3.50778
H 1.43940 -4.63225 -2.12977
H 2.49623 -3.94290 -0.13938
H 1.61492 -3.02074 1.09463
H 2.42358 -2.17848 -0.20362
H -2.73449 -1.19770 4.11573
H -3.00712 1.15727 4.89465
H -1.96674 3.02550 3.60747
H -1.87756 1.40574 -1.59469
H -0.83113 0.03624 -1.93317
H -1.46374 0.99575 -3.26998
H 0.24361 2.21592 -4.30342
H 2.24000 3.67753 -4.19846
H 3.24831 4.21236 -2.00606
H 3.48231 3.79788 0.28253
H 2.53330 2.53254 1.07688
H 1.89425 4.16318 0.98621
F 1.71386 -1.32967 2.96638
B 2.42022 -0.29340 2.38699
F 1.84791 -0.12542 0.98664
F 3.75074 -0.57396 2.20425
F 2.19765 0.91150 3.02544

*Q*
55
Properties=species:S:1:pos:R:3 method="wB97M-V/def2-TZVPD" homo_lumo_gap_ev=8.30 spin_multiplicity=1 homo_energy_ev=-5.5 total_charge=-1 lumo_ev=2.76
Be -0.05460 1.07650 -0.11260
C 3.64240 -1.31390 -0.39260
C 3.54180 -0.24490 -1.43870
C 4.44210 -0.24480 -2.49400
C 4.34560 0.67300 -3.52120
C 3.28550 1.56060 -3.53040
C 2.36510 1.58890 -2.49390
C 1.18720 2.50840 -2.58390
C 2.53090 0.72970 -1.39650
N 1.66430 0.82420 -0.29810
C 2.23280 0.95660 0.92240
O 3.41900 1.09690 1.18480
C 1.17820 0.90640 1.99770
C 1.21830 1.21310 3.35020
C 0.01890 1.13830 4.05270
C -1.17690 0.79490 3.42640
C -1.12580 0.53530 2.06520
N 0.03620 0.55460 1.45810
C -2.21030 0.34270 1.03620
O -3.36710 0.08010 1.34150
N -1.69670 0.48430 -0.19780
C -2.57650 0.41090 -1.29170
C -2.42650 -0.64050 -2.20220
C -1.37780 -1.68170 -1.95520
C -3.26430 -0.70520 -3.30440
C -4.23830 0.25700 -3.50660
C -4.38260 1.29120 -2.59970
C -3.55870 1.38970 -1.48780
C -3.70790 2.51690 -0.51680
H 4.17930 -2.17630 -0.78680
H 2.64660 -1.62540 -0.07700
H 4.16700 -0.93820 0.48660
H 5.23690 -0.97840 -2.50380
H 5.06950 0.67630 -4.32420
H 3.16720 2.24720 -4.35890
H 1.11810 2.92700 -3.58570
H 1.25610 3.32490 -1.86740
H 0.26930 1.95660 -2.36670
H 2.13150 1.55400 3.81170
H 0.01160 1.38490 5.10540
H -2.11580 0.79640 3.95580
H -1.56060 -2.17000 -0.99960
H -0.39400 -1.21560 -1.89950
H -1.37720 -2.43330 -2.74160
H -3.16770 -1.52580 -4.00500
H -4.88590 0.19460 -4.37260
H -5.15550 2.03200 -2.75760
H -4.40040 3.26890 -0.88570
H -2.74770 2.98810 -0.32680
H -4.07180 2.13690 0.43510
F 1.05290 3.97500 1.35040
B -0.23980 3.82180 0.95700
F -0.26530 2.67400 0.02940
F -0.70650 4.89800 0.27250
F -1.04740 3.48970 2.00620

Top of the stability list: *P*, leading by 0.562 eV.

*P*
57
Properties=species:S:1:pos:R:3 method="wB97M-V/def2-TZVPD" homo_lumo_gap_ev=9.15 spin_multiplicity=1 homo_energy_ev=-11.2 total_charge=+1 lumo_ev=-2.09
C -6.20900 -2.48900 0.55651
H -7.21615 -2.20973 0.25792
H -5.97231 -1.96640 1.47916
C -5.22094 -2.16995 -0.56330
C -3.78681 -2.57748 -0.20616
C -3.16364 -1.63821 0.82468
N -3.20668 -0.26912 0.32786
C -2.08150 0.35302 0.02044
O -0.97313 -0.16105 0.27687
C -2.11142 1.73495 -0.63849
H -3.07120 1.88956 -1.12884
C -1.00597 1.83854 -1.71092
H -0.80638 0.84584 -2.11746
H -1.34841 2.46772 -2.53167
C 0.28375 2.42670 -1.13310
N 0.41699 1.97028 0.26016
C -0.54399 2.70106 1.11286
H -0.64935 2.14518 2.04680
C -1.90405 2.83658 0.41203
H -1.97436 3.80030 -0.09427
H -2.69778 2.80285 1.15842
H -0.13940 3.68991 1.34428
C 1.79327 2.00206 0.78992
C 2.63539 0.84868 0.25448
H 2.12255 -0.09610 0.44709
H 2.78292 0.93782 -0.82293
C 4.01259 0.81806 0.92981
C 4.83486 -0.31760 0.38083
C 5.66264 -0.12317 -0.71651
C 6.39706 -1.17357 -1.23812
C 6.30765 -2.43224 -0.66884
C 5.48196 -2.63556 0.42366
C 4.74841 -1.58394 0.94348
H 4.11042 -1.74560 1.80094
H 5.41177 -3.61405 0.87427
H 6.88314 -3.25106 -1.07245
H 7.04274 -1.00804 -2.08728
H 5.74228 0.85978 -1.15951
H 3.88583 0.69562 2.00689
H 4.52448 1.76542 0.75098
H 2.25080 2.96469 0.54421
H 1.73544 1.91966 1.87770
H 0.03792 0.93506 0.25775
H 1.14118 2.08722 -1.71287
H 0.27026 3.51952 -1.14878
C -4.56765 0.17987 0.11653
H -5.09923 0.07276 1.06634
C -5.24031 -0.68607 -0.95013
H -4.71196 -0.55265 -1.89708
H -6.26735 -0.34793 -1.08658
H -4.60579 1.23089 -0.16283
H -3.71055 -1.68251 1.76902
H -2.12331 -1.90836 1.00595
H -3.17163 -2.56133 -1.10860
H -3.77372 -3.59262 0.18942
H -5.52630 -2.74842 -1.44094
H -6.20312 -3.55579 0.76376

*Q*
57
Properties=species:S:1:pos:R:3 method="wB97M-V/def2-TZVPD" homo_lumo_gap_ev=6.66 spin_multiplicity=1 homo_energy_ev=-10.8 total_charge=+1 lumo_ev=-4.13
C -0.53961 1.97641 -1.81256
C -0.21818 1.24536 -0.49760
C -1.38041 1.35465 0.53623
C -1.01437 1.34500 1.89716
C 0.43329 1.33559 2.29513
C -1.96517 1.38713 2.90515
C -3.32731 1.47189 2.63228
C -4.31766 1.52711 3.76057
C -3.70080 1.54679 1.29196
C -2.76154 1.49605 0.24704
C -3.34532 1.62100 -1.14024
H 0.32005 2.03719 -2.52928
H -1.36125 1.60460 -2.45651
H -0.78773 3.01622 -1.53911
H 0.62409 1.84691 -0.06389
H 0.48307 1.34446 3.39218
H 0.98826 0.45924 1.92779
H 0.94974 2.24517 1.95354
H -1.61210 1.40378 3.94257
H -5.33776 1.57307 3.38398
H -4.23017 0.65057 4.39773
H -4.13911 2.39635 4.39776
H -4.77197 1.69165 1.02933
H -4.44114 1.75598 -1.06681
H -2.97582 2.51866 -1.65345
H -3.17413 0.74622 -1.78711
C -2.12114 -3.08531 -0.95740
N -0.85328 -2.43419 -0.72788
C 0.28398 -3.22412 -0.38227
C 1.36049 -2.36179 0.26128
C 1.55885 -0.93581 -0.23066
N 2.77896 -0.60206 -0.73049
C 3.95749 -1.49321 -0.48017
C 5.31754 -0.85208 -0.82054
O 5.29817 -0.08993 -2.03304
C 4.31009 0.95078 -1.94044
C 2.92189 0.36006 -1.83293
C 0.24910 -0.14313 -0.67983
C -0.92116 -1.04457 -0.34846
H -2.93766 -2.52083 -0.47344
H -2.33944 -3.09520 -2.03881
H -2.15581 -4.11468 -0.59252
H -0.01813 -4.06031 0.28256
H 0.63256 -3.74389 -1.29588
H 1.10862 -2.32204 1.33164
H 2.27263 -2.95245 0.17809
H 4.00136 -1.80429 0.57794
H 3.89935 -2.40158 -1.10418
H 5.66020 -0.21809 0.02280
H 6.07015 -1.63148 -1.02972
H 4.49936 1.62028 -1.08476
H 4.40788 1.50087 -2.88701
H 2.70552 -0.15854 -2.79083
H 2.20552 1.17649 -1.71476
H 0.41476 -0.20286 -1.74375
H -1.77109 -0.67546 -0.92347
H -1.19370 -1.03764 0.74509

Top of the stability list: *P*, leading by 4.218 eV.

*P*
21
Properties=species:S:1:pos:R:3 method="wB97M-V/def2-TZVPD" homo_lumo_gap_ev=9.62 spin_multiplicity=1 homo_energy_ev=-8.9 lumo_ev=0.67
C 0.93592 -2.19802 -1.02159
O 2.29275 -2.00446 -1.51128
C 0.50489 -0.96794 -0.16624
C -0.94279 -0.49439 -0.28103
S -2.11812 -1.33986 -1.33893
N 1.39818 0.15159 -0.25351
H 0.37662 -2.40195 -1.91752
H 0.90905 -3.10677 -0.42666
H 2.79963 -2.80136 -1.34264
H 0.62012 -1.37162 0.83371
H -0.86776 0.50601 -0.69395
H -1.44385 -0.23146 0.65324
H -1.61666 -2.57101 -1.17972
H 1.08377 0.78252 -0.98944
H 2.36779 -0.10882 -0.39646
H 0.71365 2.92717 3.29824
H 0.61881 1.69475 2.30855
O 0.20364 2.15403 3.05012
H -3.34051 3.61115 0.09386
H -2.10873 4.06406 1.06171
O -2.38640 3.70635 0.21955

*Q*
21
Properties=species:S:1:pos:R:3 method="wB97M-V/def2-TZVPD" homo_lumo_gap_ev=9.97 spin_multiplicity=1 homo_energy_ev=-9.4 lumo_ev=0.60
C -0.23040 -0.53673 0.57382
O -0.95704 -1.61142 1.27692
C -0.33576 0.80679 1.32900
C 0.59071 1.84919 0.62836
S 0.13157 1.84684 -1.11579
N -0.11476 0.65678 2.72331
H 0.79134 -0.76591 0.38994
H -0.73453 -0.60213 -0.39403
H -1.27416 -1.20147 2.10815
H -1.36197 1.26789 1.11139
H 1.62136 1.58510 0.80254
H 0.37517 2.73928 1.21350
H 0.67728 3.11324 -1.28075
H -0.25406 1.49141 3.26965
H 0.69414 0.09464 3.00462
H 1.14342 -1.79344 -1.63270
H 1.00410 -0.66317 -2.54236
O 1.69323 -1.10633 -2.03273
H -1.08686 -3.47108 -0.94309
H -1.44309 -2.24513 -1.43607
O -0.94205 -3.00274 -1.78303

Top of the stability list: *Q*, leading by 0.214 eV.

*P*
9
Properties=species:S:1:pos:R:3 method="wB97M-V/def2-TZVPD" homo_lumo_gap_ev=8.87 spin_multiplicity=1 homo_energy_ev=-9.0 lumo_ev=-0.13
C 0.57951 -0.23746 0.05705
P -0.68557 -1.51337 -0.06784
P 0.12342 1.15342 1.24323
I 1.27016 0.52331 -1.90119
H 1.54283 -0.57817 0.34136
H -1.79303 -0.70211 -0.47078
H -0.14711 -2.04747 -1.25293
H 0.89849 2.00101 0.55745
H -1.13986 1.52391 0.66433

*Q*
9
Properties=species:S:1:pos:R:3 method="wB97M-V/def2-TZVPD" homo_lumo_gap_ev=7.75 spin_multiplicity=1 homo_energy_ev=-8.3 lumo_ev=-0.56
C 0.74997 0.10041 0.80534
P -0.61934 0.78690 0.02626
P 1.56545 -1.22852 -0.09620
I -2.64496 -0.61026 -0.42779
H 1.05949 0.67792 1.73137
H -1.20808 1.66841 0.94785
H -0.68918 1.53128 -1.28111
H 0.33685 -2.15171 -0.29207
H 1.44981 -0.77442 -1.41366

Top of the stability list: *P*, leading by 0.844 eV.

*P*
11
Properties=species:S:1:pos:R:3 method="wB97M-V/def2-TZVPD" homo_lumo_gap_ev=9.88 spin_multiplicity=1 homo_energy_ev=-9.4 lumo_ev=0.53
C -5.49882 -0.06864 0.16118
C 0.34361 -0.98141 -0.10274
N 1.25001 -1.77372 0.39515
O -5.22624 0.43588 1.15029
O -5.77498 -0.57790 -0.82501
O -0.71014 2.65038 -0.59121
Cl -1.14320 -1.81356 -0.35453
H -1.13730 2.34721 -1.39590
H 2.16836 -1.40416 0.59425
H 1.11654 -2.76164 0.61380
H -0.47427 1.85197 -0.10705

*Q*
11
Properties=species:S:1:pos:R:3 method="wB97M-V/def2-TZVPD" homo_lumo_gap_ev=9.68 spin_multiplicity=1 homo_energy_ev=-9.1 lumo_ev=0.62
C -0.26028 2.62195 1.14757
C 0.16606 -0.50694 0.49875
N -0.82898 1.51327 -0.27055
O -0.42473 2.29529 2.25849
O 0.18147 1.57438 -1.22942
O -0.99393 0.27939 0.25788
Cl 0.40927 4.02334 0.49107
H -0.15545 -1.29092 1.18127
H 0.96089 0.09026 0.95538
H 0.52519 -0.94252 -0.43999
H -0.27516 1.81387 -2.05235

Top of the stability list: *P*, leading by 3.713 eV.